Entry 1:
A structure of composition C12H26N4OP2Sm, computed with the ωB97M-V functional and the def2-TZVPD basis.

Geometry as XYZ:
```
46
C12H26N4OP2Sm, DFT the ωB97M-V functional and the def2-TZVPD basis
Sm -0.085 -0.049 -0.040
P 0.876 2.193 0.180
P 1.815 -1.509 0.401
N -1.682 0.941 -0.897
N -0.936 -1.707 -0.862
H -3.430 0.388 -1.729
H -2.856 -2.177 -1.339
H -3.158 -0.170 -0.045
C -2.703 -0.032 -1.037
H -1.969 -1.316 -2.623
C -2.142 -1.375 -1.537
H -2.429 2.536 -1.737
H -0.828 -3.672 -1.106
C -1.575 2.140 -1.237
C -0.301 -2.832 -0.726
H -0.687 3.941 -0.489
C -0.379 3.004 -0.957
H 0.151 3.231 -1.891
H 2.893 -1.140 -0.353
H 2.242 -1.575 1.673
H 2.102 2.384 -0.337
H 0.793 2.859 1.337
O 1.095 0.495 -1.794
C 0.679 0.115 -3.033
C 1.012 1.267 -3.968
C 1.401 -1.176 -3.418
H -0.420 -0.074 -3.094
H 0.413 2.154 -3.740
H 2.073 1.532 -3.852
H 0.833 0.988 -5.012
H 1.210 -1.975 -2.696
H 1.092 -1.520 -4.414
H 2.486 -0.992 -3.437
C 0.977 -2.955 -0.129
H 1.435 -3.928 -0.016
C 0.661 1.090 5.363
N -0.001 0.000 4.552
C -0.661 -1.089 5.363
C -0.002 -0.001 3.293
N 0.004 0.007 2.124
H 0.581 0.957 6.454
H 0.190 2.043 5.088
H 1.725 1.111 5.088
H -1.724 -1.111 5.089
H -0.190 -2.043 5.088
H -0.580 -0.957 6.454
```

Results
Multiplicity ... 7
Relative energy (zero: lowest compared OMol25 entry of this formula, charge and spin) ... 135.6 kcal per mole
Charge ... +2
E_HOMO (spin up / spin down) ... -14.590 / -14.558 eV

Charge distribution, Löwdin scheme, values in e:
1. Sm 1.003
2. P 0.859
3. P 0.841
4. N -0.197
5. N -0.180
6. H 0.147
7. H 0.149
8. H 0.147
9. C -0.148
10. H 0.146
11. C -0.149
12. H 0.144
13. H 0.140
14. C -0.118
15. C -0.154
16. H 0.100
17. C -0.288
18. H 0.091
19. H -0.012
20. H -0.055
21. H -0.036
22. H -0.077
23. O -0.456
24. C -0.612
25. C -0.032
26. C -0.033
27. H 0.108
28. H 0.065
29. H 0.102
30. H 0.094
31. H 0.046
32. H 0.098
33. H 0.101
34. C -0.211
35. H 0.095
36. C 0.027
37. N -0.132
38. C 0.025
39. C -0.227
40. N -0.025
41. H 0.106
42. H 0.101
43. H 0.101
44. H 0.101
45. H 0.100
46. H 0.106



Entry 2:
A structure of composition C12H26NO2P2Pt, computed with the ωB97M-V functional and the def2-TZVPD basis.

Geometry as XYZ:
```
44
C12H26NO2P2Pt, DFT the ωB97M-V functional and the def2-TZVPD basis
Pt 0.017 -0.169 1.044
P -2.215 0.088 0.663
C -2.110 0.620 -1.021
C -0.884 1.133 -1.506
N 0.252 0.919 -0.740
C 1.470 1.328 -1.121
C 1.630 2.090 -2.275
C 0.522 2.337 -3.086
C -0.719 1.850 -2.716
C 2.645 0.939 -0.243
P 2.242 -0.508 0.813
H -1.614 2.012 -3.314
H 2.631 2.443 -2.513
H 0.642 2.910 -4.005
H 3.516 0.673 -0.851
H 2.943 1.774 0.410
H -2.141 -1.213 -2.275
H -3.007 0.776 -1.620
H -0.975 -2.883 -1.116
O -1.871 -2.151 -2.381
H -2.261 -2.440 -3.222
H -0.150 -1.421 2.071
O -0.509 -3.098 -0.265
H 0.043 -3.876 -0.442
C 2.602 -1.969 -0.174
H 3.638 -1.907 -0.532
H 2.474 -2.858 0.458
H 1.905 -2.043 -1.018
C 3.261 -0.507 2.288
H 3.043 -1.424 2.851
H 4.318 -0.497 1.991
H 3.046 0.361 2.921
C -2.933 1.405 1.657
H -3.918 1.650 1.246
H -3.039 1.043 2.685
H -2.297 2.295 1.646
C -3.195 -1.393 0.907
H -3.325 -1.522 1.988
H -4.171 -1.253 0.427
H -2.679 -2.269 0.498
C 0.278 1.494 2.318
H 1.276 1.472 2.770
H -0.512 1.395 3.074
H 0.133 2.396 1.710
```

Results
Multiplicity ... 5
Relative energy (zero: lowest compared OMol25 entry of this formula, charge and spin) ... 12.6 kcal per mole
Charge ... +3
E_HOMO (spin up / spin down) ... -17.985 / -19.891 eV

Charge distribution, Löwdin scheme, values in e:
1. Pt 1.044
2. P 0.786
3. C -0.134
4. C -0.294
5. N -0.061
6. C -0.266
7. C 0.069
8. C 0.054
9. C 0.074
10. C -0.192
11. P 0.784
12. H 0.152
13. H 0.155
14. H 0.155
15. H 0.131
16. H 0.133
17. H 0.024
18. H 0.131
19. H 0.001
20. O -0.037
21. H 0.102
22. H 0.060
23. O -0.132
24. H 0.067
25. C -0.190
26. H 0.093
27. H 0.083
28. H 0.064
29. C -0.164
30. H 0.091
31. H 0.104
32. H 0.064
33. C -0.167
34. H 0.102
35. H 0.088
36. H 0.066
37. C -0.167
38. H 0.089
39. H 0.101
40. H 0.052
41. C -0.204
42. H 0.009
43. H 0.038
44. H 0.043



Entry 3:
The ion C12H26NO4S with charge +1, computed with the ωB97M-V functional and the def2-TZVPD basis.

Geometry as XYZ:
```
44
C12H26NO4S, DFT the ωB97M-V functional and the def2-TZVPD basis
C -3.008 -0.325 -1.977
C -1.750 -1.190 -2.119
C -0.732 -0.677 -3.136
C -0.133 0.690 -2.860
O 1.030 0.539 -1.985
N 1.035 1.426 -0.895
C 2.424 1.399 -0.357
C 2.585 2.400 0.791
C 1.276 2.629 1.565
C 0.387 1.385 1.569
C 0.998 0.206 2.341
C 0.032 -0.985 2.504
C 0.349 -2.124 1.537
S -0.849 -3.442 1.432
O -0.616 -4.132 0.210
O -0.877 -4.116 2.686
O -2.237 -2.683 1.218
C -0.006 1.038 0.124
H -3.786 -0.647 -2.667
H -3.428 -0.417 -0.974
H -2.822 0.738 -2.152
H -2.051 -2.187 -2.441
H -1.281 -1.345 -1.144
H 0.105 -1.381 -3.180
H -1.169 -0.650 -4.136
H 0.226 1.149 -3.781
H -0.848 1.380 -2.403
H 0.844 2.366 -1.256
H 3.092 1.626 -1.183
H 2.609 0.372 -0.051
H 2.939 3.354 0.399
H 3.363 2.019 1.452
H 0.723 3.452 1.101
H 1.486 2.947 2.585
H -0.549 1.639 2.072
H 1.927 -0.146 1.884
H 1.274 0.583 3.327
H 0.084 -1.373 3.520
H -0.989 -0.611 2.368
H 1.253 -2.652 1.850
H 0.505 -1.798 0.508
H -2.347 -1.947 1.838
H -0.936 1.521 -0.171
H -0.131 -0.031 -0.015
```

Results
Multiplicity ... 1
Relative energy (zero: lowest compared OMol25 entry of this formula, charge and spin) ... 40.2 kcal per mole
SMILES string ... CCCCO[N@@H+]1CCC[C@H](CCCS(=O)(=O)O)C1
Charge ... +1
E_HOMO ... -13.884 eV

Charge distribution, Löwdin scheme, values in e:
1. C -0.084
2. C -0.238
3. C -0.162
4. C -0.138
5. O -0.058
6. N -0.078
7. C -0.067
8. C -0.131
9. C -0.140
10. C -0.286
11. C -0.142
12. C -0.189
13. C -0.237
14. S 0.575
15. O -0.254
16. O -0.249
17. O -0.149
18. C -0.031
19. H 0.082
20. H 0.071
21. H 0.061
22. H 0.121
23. H 0.069
24. H 0.127
25. H 0.130
26. H 0.133
27. H 0.108
28. H 0.204
29. H 0.146
30. H 0.135
31. H 0.121
32. H 0.128
33. H 0.124
34. H 0.129
35. H 0.152
36. H 0.114
37. H 0.131
38. H 0.129
39. H 0.106
40. H 0.124
41. H 0.086
42. H 0.080
43. H 0.143
44. H 0.104



Entry 4:
A cluster of 2 separate species, C12H27Br2ClF3N2O5P3 in total, computed with the ωB97M-V functional and the def2-TZVPD basis.

Geometry as XYZ:
```
55
C12H27Br2ClF3N2O5P3, DFT the ωB97M-V functional and the def2-TZVPD basis
C -0.965 -2.799 5.250
C -1.335 -2.990 3.787
O -2.336 -2.018 3.439
P -2.403 -1.526 1.929
O -3.370 -0.430 1.785
C -0.751 -0.975 1.391
C -0.046 -0.146 2.473
C 1.510 -0.138 2.501
P 2.419 -0.878 1.056
C 2.676 0.769 0.137
C 1.506 1.087 -0.808
C 0.904 2.461 -0.616
F 0.749 2.707 0.732
Br -0.867 2.553 -1.398
C 1.761 3.639 -1.139
F 1.089 4.804 -0.960
F 2.902 3.726 -0.416
Br 2.195 3.469 -3.012
P 2.152 -2.967 2.062
O 1.920 -3.935 0.736
Cl 4.095 -3.337 2.667
O -2.748 -2.840 1.088
C -3.334 -2.625 -0.204
C -2.333 -2.218 -1.283
H -0.215 -2.017 5.344
H -1.847 -2.461 5.787
H -0.586 -3.715 5.687
H -1.704 -3.999 3.622
H -0.429 -2.877 3.194
H -0.994 -0.326 0.554
H -0.204 -1.857 1.069
H -0.368 0.885 2.366
H -0.387 -0.454 3.456
H 1.847 -0.668 3.390
H 1.854 0.884 2.612
H 1.681 -1.387 -0.046
H 3.830 -1.116 1.055
H 3.582 0.645 -0.455
H 2.887 1.584 0.821
H 1.843 0.993 -1.835
H 0.697 0.364 -0.710
H 1.133 -4.447 0.917
H -3.787 -3.571 -0.483
H -4.137 -1.897 -0.156
H -2.599 -2.675 -2.231
H -1.309 -2.458 -1.018
H -2.390 -1.142 -1.448
N -1.374 4.230 -7.275
C -0.403 4.098 -6.318
N 0.375 5.207 -6.120
O -0.248 3.068 -5.687
H -1.521 5.068 -7.804
H -1.962 3.437 -7.442
H 1.088 5.148 -5.419
H 0.260 6.063 -6.627
```

Results
Multiplicity ... 1
SMILES string ... CCOP(=O)(CCC[PH2](CC[C@](F)(Br)C(F)(F)Br)P(O)Cl)OCC.NC(N)=O
E_HOMO ... -7.705 eV

Charge distribution, Löwdin scheme, values in e:
1. C -0.059
2. C -0.288
3. O -0.186
4. P 0.478
5. O -0.249
6. C -0.244
7. C -0.230
8. C -0.337
9. P 0.682
10. C -0.335
11. C -0.272
12. C -0.842
13. F -0.014
14. Br 0.846
15. C -0.922
16. F 0.017
17. F 0.051
18. Br 0.863
19. P 0.341
20. O -0.421
21. Cl 0.129
22. O -0.198
23. C -0.259
24. C -0.066
25. H 0.067
26. H 0.082
27. H 0.077
28. H 0.120
29. H 0.038
30. H 0.072
31. H 0.037
32. H 0.108
33. H 0.088
34. H 0.053
35. H 0.072
36. H 0.011
37. H -0.017
38. H 0.075
39. H 0.068
40. H 0.086
41. H 0.060
42. H 0.018
43. H 0.113
44. H 0.109
45. H 0.076
46. H 0.067
47. H 0.072
48. N 0.145
49. C -0.684
50. N 0.150
51. O 0.007
52. H 0.089
53. H 0.101
54. H 0.065
55. H 0.091



Entry 5:
A structure of composition C12H27Cl2InN2OP2, computed with the ωB97M-V functional and the def2-TZVPD basis.

Geometry as XYZ:
```
47
C12H27Cl2InN2OP2, DFT the ωB97M-V functional and the def2-TZVPD basis
C 1.388 -3.167 0.099
C 0.208 -2.219 0.050
H 1.040 -4.209 -0.007
H 1.941 -3.103 1.057
H 2.079 -2.946 -0.724
O -0.230 -1.689 -0.986
Cl 3.904 0.629 1.952
In 2.109 -0.257 0.814
P -0.856 -2.303 1.576
C -2.342 -1.390 1.208
C -1.265 -4.026 1.895
H -1.872 -4.066 2.812
H -0.652 -1.838 3.888
H -0.368 -4.647 2.043
H 0.965 -2.173 3.185
H -3.108 -2.104 0.874
H -1.862 -4.429 1.064
C 0.004 -1.661 3.021
H -2.686 -0.875 2.116
H 0.168 -0.574 2.929
H -2.140 -0.662 0.411
P 2.326 0.286 -1.714
C 0.801 0.625 -2.655
C 3.336 1.788 -1.899
H 3.882 -1.541 -2.072
H 3.763 -0.466 -3.504
H 2.459 -1.655 -3.158
C 3.193 -0.971 -2.710
H 3.900 1.951 -0.972
H 4.035 1.652 -2.734
H 0.989 1.452 -3.356
H -0.036 0.904 -1.993
H 2.684 2.651 -2.085
H 0.519 -0.281 -3.207
Cl 0.399 1.390 1.220
C -3.205 3.756 1.547
N -2.534 3.308 0.336
C -1.808 4.103 -0.530
C -1.315 3.255 -1.509
N -1.738 1.975 -1.235
C -2.507 2.023 -0.159
H -2.608 4.542 2.026
H -4.198 4.163 1.314
H -3.323 2.912 2.236
H -1.682 5.165 -0.413
H -0.700 3.499 -2.364
H -3.057 1.222 0.315
```

Results
Multiplicity ... 1
Relative energy (zero: lowest compared OMol25 entry of this formula, charge and spin) ... 0.0 kcal per mole
Charge ... +2
E_HOMO ... -13.457 eV

Charge distribution, Löwdin scheme, values in e:
1. C -0.052
2. C -0.557
3. H 0.128
4. H 0.091
5. H 0.086
6. O 0.062
7. Cl 0.108
8. In 0.223
9. P 0.907
10. C -0.147
11. C -0.147
12. H 0.091
13. H 0.096
14. H 0.080
15. H 0.077
16. H 0.090
17. H 0.089
18. C -0.189
19. H 0.090
20. H -0.002
21. H 0.040
22. P 0.779
23. C -0.222
24. C -0.206
25. H 0.056
26. H 0.071
27. H 0.063
28. C -0.227
29. H 0.041
30. H 0.073
31. H 0.078
32. H 0.003
33. H 0.072
34. H 0.061
35. Cl 0.152
36. C -0.014
37. N -0.138
38. C -0.052
39. C -0.151
40. N -0.004
41. C -0.217
42. H 0.100
43. H 0.102
44. H 0.089
45. H 0.123
46. H 0.098
47. H 0.105



Quick rundown of strongest force on any atom, same order as above: 4.5, 2.9, 0.5, 1.3, 3.4 eV/A